1.
Formula: C4H3O2S2
Source: the Open Molecules 2025 dataset
Level of theory: wB97M-V/def2-TZVPD

The geometry in XYZ format:
```
11
C4H3O2S2, DFT wB97M-V/def2-TZVPD
C 0.00221 0.52530 1.14043
C 0.00059 -0.79593 0.45099
C 0.30124 -1.99087 0.89819
O 0.69308 -3.11789 0.87387
S -1.10627 -0.73141 -0.98670
C -0.15276 1.00955 -1.90671
O -0.99530 1.90090 -1.98734
S 1.35912 0.67365 -2.26279
H -0.87528 0.71983 1.66520
H -0.15185 1.27869 0.34107
H 0.92523 0.52819 1.77379
```

As for the relative energy (zero: lowest compared OMol25 entry of this formula, charge and spin): 14.86 kcal/mol. The multiplicity is 1. Its SMILES is CC(=C=O)SC(=O)[S-]. The value obtained for the highest occupied orbital energy is -3.563 eV. The value obtained for the LUMO energy is 0.1266 Eh. Its charge is -1. As for the orbital gap: 7.0 eV. The total energy comes out at -29962.0359 eV.

***

2.
Formula: C51H65N11O17
Source: the Open Molecules 2025 dataset
Level of theory: wB97M-V/def2-TZVPD

The geometry in XYZ format:
```
144
C51H65N11O17, DFT wB97M-V/def2-TZVPD
O 14.92985 -12.79477 5.32868
N 15.05578 -11.79820 6.02239
O 14.74823 -11.81003 7.19714
C 15.55726 -10.57459 5.43296
C 16.51336 -10.63767 4.42071
C 16.87105 -9.45660 3.79586
C 16.38723 -8.23757 4.26126
C 15.55398 -8.17155 5.38614
C 15.11633 -9.37211 5.91127
H 16.97244 -11.59019 4.19496
H 17.45858 -9.40255 2.88774
H 16.73036 -7.29306 3.86489
H 15.22552 -7.15899 5.57025
H 14.37345 -9.25035 6.69541
O 8.14272 0.62461 3.04990
N 7.15991 0.05165 2.59804
O 6.12988 0.58595 2.22509
C 7.29781 -1.40205 2.41258
C 6.72020 -2.01062 1.31272
C 6.67224 -3.39573 1.23361
C 7.22597 -4.19389 2.24676
C 7.63328 -3.52264 3.38927
C 7.80336 -2.15724 3.46173
H 6.27625 -1.31853 0.60774
H 6.32378 -3.79264 0.28818
H 7.01218 -5.25160 2.29510
H 7.81313 -4.10012 4.29110
H 8.06071 -1.71372 4.41554
O 15.15466 -11.38947 -2.14695
N 14.98710 -10.31865 -1.59584
O 13.90762 -9.80604 -1.38331
C 16.20350 -9.64576 -1.06969
C 16.06187 -8.47520 -0.35071
C 17.17132 -7.74870 0.08154
C 18.44135 -8.26922 -0.16604
C 18.57642 -9.43042 -0.95457
C 17.46005 -10.13547 -1.37852
H 15.09616 -8.01071 -0.20135
H 17.02975 -6.81920 0.61313
H 19.35142 -7.75991 0.11884
H 19.59437 -9.63026 -1.25832
H 17.52899 -10.99110 -2.03635
O 14.76869 0.01649 4.05194
N 14.28210 0.58145 5.00104
O 14.67144 0.47134 6.13191
C 13.17009 1.51546 4.76016
C 12.24390 1.28824 3.77570
C 11.25273 2.23596 3.47558
C 11.08807 3.28508 4.36864
C 12.03174 3.55672 5.35456
C 13.03036 2.63678 5.55558
H 12.41410 0.42934 3.13276
H 10.69326 1.99236 2.58607
H 10.35008 4.05672 4.17619
H 11.84336 4.38849 6.01695
H 13.71797 2.81655 6.37612
O 10.17604 -4.68691 7.37474
N 10.79848 -3.69860 7.04394
O 11.93822 -3.78639 6.64584
C 10.12316 -2.41941 6.93870
C 8.74237 -2.33335 7.11283
C 8.12416 -1.08517 7.22020
C 8.87293 0.01819 6.78125
C 10.24383 -0.07061 6.60134
C 10.88173 -1.29298 6.71151
H 8.03340 -3.14927 7.17077
H 7.05490 -1.02370 7.35385
H 8.39994 0.99257 6.73795
H 10.85448 0.73118 6.20730
H 11.91225 -1.39510 6.39758
O 15.21702 -6.01974 2.25471
N 14.07563 -6.27688 2.55519
O 13.55611 -7.37164 2.41334
C 13.24789 -5.17062 3.05709
C 13.73166 -3.87422 2.92403
C 12.95345 -2.80167 3.32238
C 11.62700 -3.02438 3.77499
C 11.18058 -4.32998 3.93015
C 12.00574 -5.38418 3.53624
H 14.61816 -3.62823 2.34921
H 13.24846 -1.78261 3.11987
H 10.95477 -2.21256 4.02199
H 10.22809 -4.54294 4.39673
H 11.63630 -6.40025 3.62680
C 18.24133 -3.01673 2.99340
N 18.82498 -3.92554 3.97015
C 20.03411 -3.51864 4.61658
C 18.28080 -5.13807 4.18712
O 18.63589 -5.99763 4.96845
H 18.91501 -2.80168 2.16259
H 18.06765 -2.08380 3.53593
H 17.28576 -3.35576 2.60029
H 19.97174 -2.59643 5.19796
H 20.38539 -4.26089 5.33550
H 20.88989 -3.46634 3.93406
H 17.34202 -5.20141 3.59997
C 9.75817 -0.86314 -1.57190
N 10.78206 -0.68602 -0.53018
C 10.48280 0.34051 0.46020
C 11.94714 -1.37627 -0.54224
O 12.80000 -1.16527 0.30011
H 8.89512 -1.41526 -1.20397
H 10.22604 -1.32817 -2.44061
H 9.50686 0.14092 -1.91417
H 11.47099 0.74661 0.69394
H 9.88958 1.11612 -0.01542
H 10.01685 -0.14835 1.31747
H 11.95572 -2.11846 -1.35453
C 14.92035 -4.73710 6.17639
N 15.39098 -5.26538 7.42786
C 16.84269 -5.27882 7.64789
C 14.52847 -5.69519 8.37142
O 14.77166 -6.16418 9.46210
H 15.67665 -4.94366 5.40964
H 14.70045 -3.67286 6.04309
H 14.03403 -5.25689 5.80483
H 17.25448 -6.22087 7.29500
H 17.34424 -4.42873 7.18322
H 17.07698 -5.10477 8.69781
H 13.51302 -5.58064 7.94170
C 17.60069 -2.89780 -1.04169
N 16.40054 -2.10528 -0.80835
C 16.37524 -0.74839 -1.32515
C 15.59027 -2.49077 0.19334
O 15.75716 -3.50321 0.85540
H 17.94052 -2.71648 -2.06053
H 17.49519 -3.95801 -0.83187
H 18.44170 -2.63756 -0.38821
H 15.99538 -0.77860 -2.34796
H 15.87463 -0.02986 -0.67909
H 17.33810 -0.24650 -1.47086
H 14.81486 -1.73679 0.40224
C 9.55637 -8.02830 4.61788
N 10.80759 -8.33169 5.27892
C 11.69829 -9.18929 4.54904
C 11.18923 -7.57329 6.35355
O 12.25477 -7.70431 6.90672
H 9.69888 -7.41062 3.72413
H 8.84777 -7.49088 5.25144
H 9.05542 -8.96901 4.38236
H 12.34195 -8.58870 3.88927
H 12.45939 -9.64286 5.18776
H 11.14936 -9.94864 4.00044
H 10.37048 -6.92975 6.69262
```

As for the relative energy (zero: lowest compared OMol25 entry of this formula, charge and spin): 49.64 kcal/mol. The multiplicity is 1. Its SMILES is O=[N+]([O-])c1ccccc1.O=[N+]([O-])c1ccccc1.O=[N+]([O-])c1ccccc1.O=[N+]([O-])c1ccccc1.O=[N+]([O-])c1ccccc1.O=[N+]([O-])c1ccccc1.CN(C)C=O.CN(C)C=O.CN(C)C=O.CN(C)C=O.CN(C)C=O. The value obtained for the highest occupied orbital energy is -8.446 eV. The value obtained for the LUMO energy is -0.0410 Eh. As for the orbital gap: 7.3 eV. The total energy comes out at -105121.8090 eV.

***

3.
Formula: C17H34BN10O3P2Pd
Source: the Open Molecules 2025 dataset
Level of theory: wB97M-V/def2-TZVPD

The geometry in XYZ format:
```
68
C17H34BN10O3P2Pd, DFT wB97M-V/def2-TZVPD
Pd 0.33749 -1.26286 -0.55689
C -2.28545 -4.67156 -0.18405
C -1.98594 -3.33395 0.06723
N -0.76903 -3.04712 -0.38959
N -0.26606 -4.17552 -0.94080
C -1.17139 -5.16651 -0.82618
B 1.08901 -4.19615 -1.62935
N 1.22525 -3.14820 -2.72585
C 1.56191 -3.30680 -4.02084
C 1.57456 -2.06916 -4.62662
C 1.23000 -1.17272 -3.61535
N 1.02124 -1.83253 -2.47988
N 2.16958 -3.77665 -0.50542
C 3.21601 -4.42727 -0.11604
C 3.90511 -3.62346 0.86202
C 3.10394 -2.44360 0.96286
N 2.08490 -2.52702 0.16852
H -3.18982 -5.20107 0.05811
H -2.58199 -2.56922 0.53667
H -0.96371 -6.15047 -1.21373
H 1.38388 -5.28349 -2.00832
H 1.76459 -4.28593 -4.42308
H 1.79792 -1.84473 -5.65464
H 1.12650 -0.10071 -3.64878
H 3.46708 -5.40176 -0.50858
H 4.81760 -3.84892 1.39310
H 3.28730 -1.58207 1.58525
C 0.76674 1.64734 3.53645
N -0.01161 0.63823 2.80316
C -0.18779 -0.63407 3.52439
P -1.03935 1.01327 1.60013
O -1.52179 -0.12917 0.80579
O -0.46268 2.25235 0.85351
P 0.03476 2.27248 -0.78186
O 0.45728 0.86708 -1.07695
N 1.11611 3.45673 -0.68188
C 1.54163 4.17230 -1.90290
C 2.01971 3.58513 0.47180
N -1.20046 2.73603 -1.68952
C -1.76036 4.09340 -1.62328
C -1.91072 1.82933 -2.60236
N -2.39005 1.69999 2.45635
C -3.49853 0.85226 2.84573
C -2.36763 3.04344 2.99782
H 1.73840 1.22372 3.78712
H 0.26621 1.92037 4.46835
H 0.91715 2.53310 2.92678
H 0.79613 -1.01121 3.80077
H -0.68954 -1.36303 2.89239
H -0.76025 -0.48679 4.44284
H 0.80673 4.04757 -2.69385
H 2.50140 3.79364 -2.25356
H 1.63442 5.23362 -1.67922
H 1.52239 4.08146 1.30492
H 2.86543 4.19914 0.17438
H 2.41221 2.61906 0.79419
H -1.19472 4.71030 -0.92901
H -2.80034 4.04771 -1.29818
H -1.72826 4.55437 -2.61056
H -1.48154 0.83323 -2.56158
H -1.83605 2.20779 -3.62191
H -2.96405 1.77802 -2.32628
H -3.41303 -0.12765 2.38954
H -4.42604 1.33575 2.52065
H -3.53764 0.78424 3.93823
H -1.52979 3.61206 2.60907
H -2.32646 2.98943 4.09174
H -3.30851 3.53739 2.73704
```

The multiplicity is 5. Its expectation value of S² is 6.022. The value obtained for the highest occupied orbital energy (spin up / spin down) is -16.924 / -16.870 eV. The value obtained for the LUMO energy (spin up / spin down) is -0.2762 / -0.4449 Eh. Its charge is +3. As for the orbital gap (spin up / spin down): 9.4 / 4.8 eV. The total energy comes out at -61935.3675 eV.